(1)
{
  "formula": "C27H45GeN4OV",
  "method": "ωB97M-V/def2-TZVPD",
  "orbital_gap_ev": [7.25, 7.69],
  "multiplicity": 4,
  "total_energy_ha": -4370.10134,
  "mol_weight_g_mol": 565.24,
  "de_lowest_kcal_mol": 41.7,
  "lumo_ev": [-9.98, -10.32],
  "charge": 3,
  "species": ["V", "C", "C", "N", "C", "C", "C", "C", "C", "C", "C", "N", "C", "C", "N", "N", "H", "H", "H", "H", "H", "H", "H", "H", "H", "H", "H", "H", "H", "H", "H", "H", "H", "H", "C", "C", "C", "C", "Ge", "C", "C", "C", "C", "H", "H", "H", "H", "H", "H", "H", "H", "H", "H", "H", "H", "H", "H", "H", "H", "H", "H", "H", "C", "C", "O", "C", "C", "C", "C", "C", "C", "H", "H", "H", "H", "H", "H", "H", "H"],
  "coordinates": [[0.694, -0.416, 1.541], [2.584, -1.744, 3.477], [3.445, -1.452, 2.273], [2.590, -1.367, 1.049], [2.316, -2.690, 0.406], [1.036, -3.314, 0.916], [0.764, -4.665, 0.873], [-0.452, -5.110, 1.381], [-1.348, -4.209, 1.937], [-1.009, -2.868, 1.951], [-1.883, -1.803, 2.563], [-1.165, -0.504, 2.755], [-0.784, -0.260, 4.185], [0.440, -1.080, 4.513], [1.489, -0.744, 3.521], [0.146, -2.443, 1.424], [3.173, -1.723, 4.395], [2.125, -2.731, 3.404], [4.223, -2.206, 2.146], [3.938, -0.485, 2.380], [3.104, -0.806, 0.378], [3.161, -3.364, 0.551], [2.223, -2.521, -0.669], [1.486, -5.367, 0.474], [-0.687, -6.167, 1.367], [-2.280, -4.545, 2.372], [-2.275, -2.151, 3.521], [-2.753, -1.629, 1.929], [-1.823, 0.231, 2.521], [-1.620, -0.501, 4.843], [-0.577, 0.806, 4.286], [0.230, -2.148, 4.425], [0.783, -0.899, 5.531], [1.896, 0.156, 3.774], [-2.275, 5.979, 0.965], [-1.205, 5.168, 0.248], [-1.444, 3.662, 0.338], [-0.401, 2.876, -0.491], [-0.742, 1.009, -0.221], [-2.440, 0.185, -0.637], [-2.615, -0.127, -2.137], [-2.203, 0.988, -3.095], [-3.071, 2.236, -2.994], [-2.050, 7.044, 0.929], [-2.349, 5.699, 2.018], [-3.254, 5.833, 0.505], [-0.219, 5.395, 0.664], [-1.166, 5.446, -0.809], [-2.458, 3.435, -0.005], [-1.393, 3.357, 1.391], [0.604, 3.115, -0.149], [-0.486, 3.112, -1.556], [1.090, 1.220, 1.522], [-3.145, 0.949, -0.288], [-2.602, -0.708, -0.035], [-3.676, -0.348, -2.278], [-2.083, -1.053, -2.370], [-2.235, 0.590, -4.111], [-1.146, 1.256, -2.941], [-4.108, 1.998, -3.233], [-2.742, 3.007, -3.689], [-3.062, 2.675, -1.993], [2.434, 1.389, -1.339], [1.491, 0.326, -1.793], [0.626, -0.130, -0.911], [1.514, -0.241, -3.080], [2.335, 0.326, -4.086], [2.349, -0.225, -5.347], [1.572, -1.353, -5.610], [0.772, -1.941, -4.624], [0.734, -1.388, -3.369], [2.240, 1.660, -0.305], [2.341, 2.282, -1.962], [3.465, 1.047, -1.459], [2.939, 1.199, -3.883], [2.962, 0.211, -6.123], [1.591, -1.786, -6.603], [0.192, -2.823, -4.857], [0.129, -1.836, -2.590]]
}

(2)
{
  "formula": "C27H46BBrMgN2O6S",
  "method": "ωB97M-V/def2-TZVPD",
  "orbital_gap_ev": 1.70,
  "total_energy_ha": -4813.75229,
  "mol_weight_g_mol": 641.76,
  "lumo_ev": -10.81,
  "charge": 2,
  "species": ["C", "C", "C", "C", "N", "C", "C", "C", "C", "O", "Br", "C", "C", "C", "O", "C", "C", "C", "C", "C", "C", "C", "C", "C", "C", "O", "S", "O", "O", "C", "N", "C", "C", "C", "B", "O", "C", "C", "H", "H", "H", "H", "H", "H", "H", "H", "H", "H", "H", "H", "H", "H", "H", "H", "H", "H", "H", "H", "H", "H", "H", "H", "H", "H", "H", "H", "H", "H", "H", "H", "H", "H", "H", "H", "H", "H", "H", "H", "H", "H", "H", "H", "H", "H", "Mg"],
  "coordinates": [[0.494, 5.201, -3.071], [0.020, 5.423, -1.611], [-0.951, 4.318, -1.128], [-0.259, 3.344, -0.121], [-1.142, 2.748, 0.855], [-1.498, 1.377, 0.826], [-0.645, 0.459, 1.847], [-1.104, 1.000, 3.244], [-2.403, 0.434, 3.784], [-3.442, 0.277, 3.218], [-2.347, -0.054, 5.715], [0.846, 0.894, 1.702], [1.961, 0.002, 2.233], [2.172, -0.008, 3.759], [1.985, -1.303, 1.624], [3.219, -1.967, 1.754], [3.153, -3.138, 0.788], [3.614, -2.943, -0.495], [3.550, -3.945, -1.443], [3.007, -5.166, -1.103], [2.568, -5.327, 0.177], [2.623, -4.349, 1.142], [-0.904, -1.046, 1.652], [-0.571, -1.959, 2.831], [-0.572, -3.426, 2.295], [-2.246, -1.402, 1.255], [-2.729, -0.855, -0.166], [-2.608, -1.800, -1.231], [-4.099, -0.490, 0.014], [-1.855, 0.701, -0.571], [-0.903, 0.611, -1.605], [0.091, -0.418, -1.694], [0.468, -0.600, -3.192], [1.456, -1.793, -3.324], [-3.133, 1.572, -1.208], [-3.732, 2.582, -0.501], [-3.680, 1.172, -2.637], [-2.873, 1.732, -3.848], [1.531, 5.548, -3.135], [-0.090, 5.751, -3.807], [0.540, 4.126, -3.288], [-0.408, 6.419, -1.478], [0.928, 5.416, -0.997], [-1.254, 3.741, -2.012], [-1.819, 4.770, -0.637], [0.440, 4.000, 0.425], [0.389, 2.663, -0.674], [-1.924, 3.335, 1.110], [-2.484, 1.366, 1.318], [-1.188, 2.092, 3.251], [-0.324, 0.776, 3.975], [0.955, 1.877, 2.169], [1.040, 1.064, 0.637], [2.900, 0.460, 1.869], [1.322, -0.365, 4.343], [3.087, -0.523, 4.058], [2.323, 1.040, 4.048], [3.357, -2.342, 2.778], [4.100, -1.362, 1.496], [4.012, -1.970, -0.769], [3.908, -3.734, -2.444], [2.925, -5.950, -1.846], [2.107, -6.304, 0.449], [2.241, -4.510, 2.160], [-0.239, -1.376, 0.842], [0.412, -1.807, 3.262], [-1.313, -1.939, 3.635], [-1.560, -3.753, 1.972], [0.105, -3.449, 1.426], [-0.153, -4.103, 3.056], [-0.711, 1.456, -2.122], [1.060, -0.194, -1.204], [-0.206, -1.411, -1.352], [0.967, 0.304, -3.561], [-0.443, -0.763, -3.772], [0.914, -2.661, -3.708], [1.799, -2.059, -2.320], [2.277, -1.496, -3.977], [-3.647, 3.401, -1.010], [-4.695, 1.585, -2.697], [-3.808, 0.086, -2.700], [-3.559, 1.927, -4.678], [-2.351, 2.675, -3.657], [-2.208, 0.945, -4.213], [1.212, -6.615, 2.012]]
}

(3)
{
  "formula": "C27H46BrNOP2PbS",
  "method": "ωB97M-V/def2-TZVPD",
  "orbital_gap_ev": [5.49, 5.41],
  "total_energy_ha": -5033.47494,
  "mol_weight_g_mol": 781.79,
  "de_lowest_kcal_mol": 100.3,
  "lumo_ev": [-6.52, -6.44],
  "charge": 2,
  "species": ["N", "C", "C", "C", "C", "C", "C", "Pb", "P", "C", "C", "C", "C", "C", "C", "C", "Br", "H", "H", "H", "H", "H", "H", "H", "H", "H", "H", "P", "C", "C", "H", "H", "H", "H", "H", "C", "C", "H", "H", "H", "H", "H", "C", "C", "H", "H", "H", "H", "H", "C", "C", "H", "H", "H", "H", "H", "C", "C", "H", "H", "H", "H", "H", "C", "C", "H", "H", "H", "H", "H", "C", "S", "C", "O", "H", "H", "H", "H", "H", "H"],
  "coordinates": [[-2.187, 6.671, -2.657], [-2.189, 6.530, -1.329], [-1.780, 5.339, -0.705], [-1.463, 4.221, -1.507], [-1.350, 4.429, -2.898], [-1.788, 5.658, -3.427], [-1.161, 2.941, -0.815], [0.929, 2.952, -0.208], [3.258, 1.813, -0.074], [-0.521, 1.829, -1.506], [-0.844, 0.436, -1.196], [-0.475, -0.596, -2.107], [-0.456, -1.908, -1.744], [-0.718, -2.283, -0.324], [-1.594, -1.278, 0.346], [-1.528, 0.038, -0.021], [0.887, -2.372, 0.685], [-1.802, 2.712, 0.044], [-0.153, 2.021, -2.519], [-1.717, 5.287, 0.387], [-0.968, 3.670, -3.578], [-2.544, 7.367, -0.715], [-1.823, 5.807, -4.512], [-0.203, -0.308, -3.129], [-2.056, 0.774, 0.588], [-0.132, -2.689, -2.439], [-2.118, -1.602, 1.248], [-1.427, -4.062, -0.260], [3.135, 1.417, 1.736], [3.540, 2.595, 2.623], [3.768, 0.541, 1.940], [2.091, 1.130, 1.944], [2.654, 3.136, 2.978], [4.068, 2.237, 3.514], [4.221, 3.301, 2.133], [2.420, 0.338, -0.811], [3.170, -0.581, -1.768], [1.560, 0.715, -1.388], [1.985, -0.247, 0.018], [2.435, -1.280, -2.188], [3.611, -0.005, -2.592], [3.955, -1.156, -1.265], [5.058, 1.457, -0.377], [6.192, 2.219, 0.328], [5.168, 1.589, -1.468], [5.190, 0.384, -0.155], [6.482, 1.769, 1.287], [7.083, 2.164, -0.312], [5.971, 3.277, 0.498], [-1.724, -4.431, 1.483], [-2.175, -5.864, 1.755], [-2.475, -3.715, 1.845], [-0.790, -4.207, 2.018], [-3.194, -6.049, 1.396], [-1.505, -6.608, 1.309], [-2.176, -6.030, 2.837], [-0.150, -5.165, -0.928], [-0.352, -5.655, -2.357], [-0.099, -6.013, -0.230], [0.808, -4.633, -0.836], [-1.269, -6.249, -2.462], [-0.379, -4.825, -3.074], [0.496, -6.296, -2.625], [-2.969, -4.069, -1.189], [-4.188, -3.488, -0.466], [-3.137, -5.120, -1.471], [-2.774, -3.513, -2.119], [-5.035, -3.490, -1.165], [-4.473, -4.086, 0.411], [-4.012, -2.450, -0.152], [-1.759, 3.697, 3.428], [-0.423, 2.493, 3.385], [-1.385, 1.001, 3.623], [0.007, 2.434, 1.911], [-2.336, 3.528, 4.346], [-2.384, 3.589, 2.532], [-1.290, 4.689, 3.461], [-2.249, 0.999, 2.942], [-0.734, 0.139, 3.414], [-1.708, 0.990, 4.675]]
}